## P
Here is one molecule with the formula C3H6ClNO from the OMol25 dataset. Energies are from ωB97M-V with the def2-TZVPD basis set.

Computed properties:
Multiplicity: 1
E_LUMO in eV: 1.0
Gap between HOMO and LUMO in eV: 10.5

Element x y z (Å)
N (-0.89, -1.63, -1.24)
O (-1.21, -0.31, -0.86)
C (-0.07, 0.39, -0.52)
C (0.57, 0.22, 0.85)
C (0.77, 1.25, 1.68)
Cl (1.46, 1.21, 3.24)
H (-0.68, -1.58, -2.19)
H (-1.80, -2.23, -1.13)
H (-0.23, 1.36, -0.75)
H (0.68, -0.08, -1.33)
H (0.86, -0.77, 1.08)
H (0.55, 2.16, 1.16)

These are the Löwdin partial charges, in e, on atoms 1 to 2: N 0.017; O -0.206

=====

## Q
Here is a 2-piece molecular cluster, C3H6ClNO overall from the OMol25 dataset. Energies are from ωB97M-V with the def2-TZVPD basis set.

Computed properties:
Multiplicity: 1
E_LUMO in eV: -0.4
Gap between HOMO and LUMO in eV: 9.6

Element x y z (Å)
C (0.21, 1.05, 0.01)
C (-0.91, -0.04, 0.02)
C (-0.45, -0.97, 1.02)
H (1.21, -0.40, -1.63)
H (1.41, 1.54, -1.61)
H (-0.75, -0.57, -1.04)
H (-1.82, 0.46, 0.33)
H (-0.92, -1.98, 0.92)
H (-0.30, -0.62, 2.11)
N (0.45, 1.02, -1.44)
O (0.54, 1.97, 0.77)
Cl (1.33, -1.46, 0.55)

These are the Löwdin partial charges, in e, on atoms 1 to 2: C -0.588; C -0.271

=====

Energy comparison, zero being the most stable, in eV: P 0.000; Q 0.597.

=====

## P
Here is one molecule with the formula C5H10OS from the OMol25 dataset. Energies are from ωB97M-V with the def2-TZVPD basis set.

Computed properties:
Multiplicity: 1
E_LUMO in eV: 0.9
Gap between HOMO and LUMO in eV: 9.7

Element x y z (Å)
C (-0.64, 1.93, -0.26)
O (-1.13, 0.73, -0.86)
C (-0.43, -0.41, -0.54)
S (1.27, -0.54, -1.08)
C (2.19, 0.05, 0.34)
C (-1.27, -1.64, -0.62)
C (-0.86, -1.13, 0.73)
H (-1.32, 2.70, -0.48)
H (0.34, 2.19, -0.66)
H (-0.53, 1.75, 0.85)
H (1.92, -0.45, 1.25)
H (2.09, 1.18, 0.41)
H (3.24, -0.11, 0.13)
H (-0.83, -2.51, -0.97)
H (-2.32, -1.49, -0.87)
H (-1.64, -0.59, 1.37)
H (-0.07, -1.64, 1.28)

These are the Löwdin partial charges, in e, on atoms 1 to 2: C -0.082; O -0.166

=====

## Q
Here is a 2-piece molecular cluster, C5H10OS overall from the OMol25 dataset. Energies are from ωB97M-V with the def2-TZVPD basis set.

Computed properties:
Multiplicity: 1
E_LUMO in eV: 0.8
Gap between HOMO and LUMO in eV: 9.6

Element x y z (Å)
C (2.36, -0.26, 1.69)
C (-1.43, 1.72, -0.97)
C (3.26, -0.70, 0.88)
C (4.31, -0.84, 0.11)
C (-3.40, 0.19, 0.09)
O (-1.81, -1.34, -1.34)
S (-1.63, 0.29, -0.31)
H (1.66, 0.58, 1.40)
H (1.97, -0.69, 2.63)
H (-2.20, 2.15, -1.66)
H (-0.44, 1.94, -1.26)
H (-0.94, -1.59, -1.32)
H (5.28, -0.30, 0.23)
H (4.42, -1.50, -0.79)
H (-3.55, 0.23, 1.19)
H (-4.08, 0.93, -0.32)
H (-3.78, -0.80, -0.26)

These are the Löwdin partial charges, in e, on atoms 1 to 2: C -0.027; C -0.398

=====

## R
Here is one molecule with the formula C5H10OS from the OMol25 dataset. Energies are from ωB97M-V with the def2-TZVPD basis set.

Computed properties:
Multiplicity: 1
E_LUMO in eV: 0.7
Gap between HOMO and LUMO in eV: 9.2

Element x y z (Å)
C (-2.81, 0.30, -0.68)
C (-1.53, 0.88, -0.35)
C (-0.46, 0.12, 0.11)
C (0.71, 0.77, 0.74)
S (2.19, 0.81, -0.36)
O (-0.18, -1.12, -0.12)
C (-0.29, -2.12, 0.87)
H (-3.61, 0.32, 0.12)
H (-3.08, 0.59, -1.69)
H (-2.35, -0.82, -1.02)
H (-1.41, 1.90, -0.06)
H (1.02, -0.02, 1.42)
H (0.94, 1.65, 1.27)
H (1.71, -0.52, -0.75)
H (-0.01, -3.09, 0.34)
H (-1.15, -1.88, 1.39)
H (0.56, -1.93, 1.57)

These are the Löwdin partial charges, in e, on atoms 1 to 2: C -0.111; C -0.114

=====

Energy comparison, zero being the most stable, in eV: P 0.000; Q 3.417; R 2.071.

=====

## P
Here is one molecule with the formula C2H3N2OP from the OMol25 dataset. Energies are from ωB97M-V with the def2-TZVPD basis set.

Computed properties:
Multiplicity: 1
E_LUMO in eV: 0.8
Gap between HOMO and LUMO in eV: 10.6

Element x y z (Å)
P (1.53, 0.13, -0.33)
C (-0.28, -0.16, -0.23)
N (-0.99, -0.77, 0.61)
N (-2.30, -0.41, 0.32)
C (-2.29, 0.49, -0.67)
O (-1.04, 0.84, -0.99)
H (1.22, 0.41, -1.64)
H (2.00, -1.10, -0.64)
H (-3.12, 1.03, -1.10)

These are the Löwdin partial charges, in e, on atoms 1 to 2: P 0.890; C -0.612

=====

## Q
Here is C2H3N2OP as an isolated structure from the OMol25 dataset. Energies are from ωB97M-V with the def2-TZVPD basis set.

Computed properties:
Multiplicity: 1
E_LUMO in eV: -0.6
Gap between HOMO and LUMO in eV: 8.8

Element x y z (Å)
C (1.08, -0.63, -0.10)
C (1.09, 0.84, -0.18)
N (-0.07, -1.16, -0.17)
N (-0.08, 1.38, -0.15)
O (-2.12, 0.21, 0.75)
P (-1.14, 0.15, -0.54)
H (1.83, -1.39, 0.01)
H (2.12, 1.18, -0.26)
H (-2.70, -0.59, 0.65)

These are the Löwdin partial charges, in e, on atoms 1 to 2: C -0.254; C -0.223

=====

Energy comparison, zero being the most stable, in eV: P 1.616; Q 0.000.

=====

## P
Here is C20H31As2N2O3Rb as an isolated structure from the OMol25 dataset. Energies are from ωB97M-V with the def2-TZVPD basis set.

Computed properties:
Multiplicity: 1
E_LUMO in eV: 4.3
Total charge: -2
Gap between HOMO and LUMO in eV: 6.0

Element x y z (Å)
Rb (0.13, -0.87, -1.52)
N (0.34, 1.77, -3.26)
C (-0.25, 1.01, -4.36)
C (-0.05, -0.49, -4.08)
O (1.16, -0.85, -3.90)
N (-1.15, -1.17, -4.01)
C (-1.04, -2.59, -3.80)
C (-1.70, -3.18, -2.50)
O (-2.45, -4.16, -2.67)
O (-1.38, -2.69, -1.39)
H (0.62, 2.70, -3.58)
H (1.19, 1.27, -3.00)
H (0.24, 1.24, -5.32)
H (-1.31, 1.25, -4.44)
H (0.02, -2.92, -3.77)
H (-1.53, -3.10, -4.64)
C (1.14, 3.15, 0.72)
As (-0.28, 1.89, 0.15)
C (-1.44, 3.40, -0.63)
C (-1.37, 1.81, 1.78)
C (-1.63, 2.93, 2.55)
C (-2.53, 2.89, 3.61)
C (-3.17, 1.71, 3.91)
C (-2.90, 0.58, 3.16)
C (-2.00, 0.61, 2.10)
As (-1.65, -0.93, 0.92)
C (-1.13, -2.25, 2.28)
C (-3.53, -1.52, 0.77)
H (0.76, 4.07, 1.18)
H (1.72, 3.43, -0.17)
H (1.80, 2.64, 1.42)
H (-1.56, 4.30, -0.03)
H (-2.43, 2.98, -0.81)
H (-1.02, 3.67, -1.60)
H (-1.15, 3.88, 2.32)
H (-2.73, 3.79, 4.19)
H (-3.90, 1.67, 4.72)
H (-3.41, -0.35, 3.40)
H (-1.80, -2.28, 3.14)
H (-0.12, -2.03, 2.61)
H (-1.14, -3.23, 1.79)
H (-3.95, -1.92, 1.70)
H (-3.54, -2.30, 0.01)
H (-4.15, -0.69, 0.42)
C (3.56, -1.49, -0.75)
C (3.44, -1.17, 0.74)
C (4.63, -0.30, 1.16)
C (3.46, -2.48, 1.55)
C (2.16, -0.46, 0.99)
C (1.11, 0.10, 1.26)
H (4.51, -2.00, -0.97)
H (3.51, -0.57, -1.34)
H (2.73, -2.14, -1.06)
H (5.58, -0.79, 0.94)
H (4.59, -0.09, 2.23)
H (4.61, 0.65, 0.63)
H (4.36, -3.06, 1.33)
H (2.59, -3.08, 1.30)
H (3.44, -2.26, 2.62)

These are the Löwdin partial charges, in e, on atoms 1 to 2: Rb 0.990; N -0.036

=====

## Q
Here is C20H31As2N2O3Rb as an isolated structure from the OMol25 dataset. Energies are from ωB97M-V with the def2-TZVPD basis set.

Computed properties:
Multiplicity: 1
E_LUMO in eV: 4.4
Total charge: -2
Gap between HOMO and LUMO in eV: 5.8

Element x y z (Å)
Rb (-2.46, 0.69, -0.37)
N (-0.15, 1.38, -3.91)
C (-0.91, 2.56, -3.49)
C (-2.33, 2.25, -2.94)
O (-2.63, 1.01, -2.80)
N (-3.01, 3.33, -2.71)
C (-4.31, 3.17, -2.07)
C (-4.22, 2.61, -0.63)
O (-3.33, 3.07, 0.13)
O (-5.00, 1.68, -0.32)
H (-0.25, 1.25, -4.91)
H (-0.66, 0.59, -3.50)
H (-1.03, 3.26, -4.32)
H (-0.37, 3.09, -2.71)
H (-4.99, 2.52, -2.62)
H (-4.76, 4.17, -2.01)
C (1.47, 3.40, -0.28)
As (0.56, 1.66, 0.11)
C (0.20, 2.10, 2.00)
C (2.24, 0.65, 0.33)
C (3.24, 1.07, 1.20)
C (4.42, 0.36, 1.35)
C (4.62, -0.79, 0.60)
C (3.64, -1.21, -0.28)
C (2.44, -0.51, -0.42)
As (1.01, -1.12, -1.62)
C (2.20, -1.27, -3.24)
C (1.11, -3.06, -1.22)
H (2.27, 3.64, 0.43)
H (0.71, 4.19, -0.25)
H (1.89, 3.36, -1.29)
H (1.02, 2.66, 2.46)
H (0.03, 1.16, 2.53)
H (-0.71, 2.70, 2.02)
H (3.09, 1.97, 1.79)
H (5.18, 0.69, 2.05)
H (5.54, -1.36, 0.71)
H (3.81, -2.11, -0.86)
H (3.13, -1.81, -3.05)
H (2.42, -0.25, -3.58)
H (1.65, -1.77, -4.03)
H (2.12, -3.46, -1.35)
H (0.44, -3.58, -1.91)
H (0.77, -3.21, -0.20)
C (-2.80, -2.59, 2.84)
C (-1.27, -2.59, 2.85)
C (-0.76, -4.02, 2.63)
C (-0.78, -2.09, 4.22)
C (-0.75, -1.71, 1.79)
C (-0.30, -0.98, 0.91)
H (-3.20, -3.24, 3.63)
H (-3.17, -2.95, 1.88)
H (-3.19, -1.58, 2.99)
H (-1.11, -4.69, 3.43)
H (0.33, -4.03, 2.61)
H (-1.12, -4.40, 1.67)
H (-1.13, -2.75, 5.03)
H (-1.15, -1.08, 4.41)
H (0.31, -2.06, 4.24)

These are the Löwdin partial charges, in e, on atoms 1 to 2: Rb 0.971; N -0.021

=====

Energy comparison, zero being the most stable, in eV: P 0.683; Q 0.000.

=====

## P
Here is one molecule with the formula CH3F2N2P from the OMol25 dataset. Energies are from ωB97M-V with the def2-TZVPD basis set.

Computed properties:
Multiplicity: 1
E_LUMO in eV: -0.1
Gap between HOMO and LUMO in eV: 10.0

Element x y z (Å)
H (2.26, -0.85, -1.52)
N (1.39, -0.46, -1.26)
C (0.77, -0.79, -0.20)
P (-0.64, 0.50, 0.17)
N (-1.27, 0.73, 1.51)
F (-0.07, 1.81, -0.33)
F (-1.75, 0.41, -1.12)
H (0.97, -1.42, 0.66)
H (-1.66, 0.05, 2.09)

These are the Löwdin partial charges, in e, on atoms 1 to 2: H 0.045; N 0.075

=====

## Q
Here is a 2-piece molecular cluster, CH3F2N2P overall from the OMol25 dataset. Energies are from ωB97M-V with the def2-TZVPD basis set.

Computed properties:
Multiplicity: 1
E_LUMO (alpha / beta) in eV: -1.9 / -1.1
Gap between HOMO and LUMO (alpha / beta) in eV: 6.7 / 8.1

Element x y z (Å)
C (-0.79, -1.12, -0.38)
N (-1.54, -1.10, 0.56)
N (2.70, 1.27, 0.34)
F (2.32, -1.05, 1.11)
F (2.48, -0.84, -1.25)
P (1.82, 0.04, 0.02)
H (-0.85, -1.53, -1.36)
H (-1.37, -0.69, 1.47)
H (2.54, 2.16, -0.09)

These are the Löwdin partial charges, in e, on atoms 1 to 2: C -0.041; N 0.103

=====

Energy comparison, zero being the most stable, in eV: P 0.000; Q 2.119.

=====

## P
Here is one molecule with the formula C4H5F2N from the OMol25 dataset. Energies are from ωB97M-V with the def2-TZVPD basis set.

Computed properties:
Multiplicity: 1
E_LUMO in eV: 0.6
Gap between HOMO and LUMO in eV: 9.6

Element x y z (Å)
F (2.47, -0.74, 0.11)
C (1.25, -0.19, -0.28)
C (0.68, 0.99, -0.02)
F (1.22, 2.15, -0.14)
C (-0.84, 0.98, 0.01)
N (-1.28, -0.50, -0.11)
C (0.07, -1.10, -0.25)
H (-1.07, 1.34, 1.03)
H (-1.31, 1.31, -0.96)
H (-1.56, -0.61, 0.92)
H (0.13, -1.98, -1.07)
H (0.25, -1.66, 0.77)

These are the Löwdin partial charges, in e, on atoms 1 to 2: F 0.041; C -0.174

=====

## Q
Here is one molecule with the formula C4H5F2N from the OMol25 dataset. Energies are from ωB97M-V with the def2-TZVPD basis set.

Computed properties:
Multiplicity: 1
E_LUMO in eV: 0.8
Gap between HOMO and LUMO in eV: 9.5

Element x y z (Å)
C (-0.23, 1.84, 0.28)
N (0.83, 1.37, -0.21)
C (1.32, 0.09, -0.05)
C (0.46, -1.10, 0.02)
C (2.65, 0.03, -0.04)
F (3.30, -1.12, 0.16)
F (3.59, 1.00, 0.01)
H (-0.73, 1.35, 1.16)
H (-0.57, 2.97, 0.31)
H (0.18, -1.48, -0.99)
H (-0.51, -0.93, 0.72)
H (1.01, -1.79, 0.52)

These are the Löwdin partial charges, in e, on atoms 1 to 2: C -0.055; N 0.015

=====

Energy comparison, zero being the most stable, in eV: P 1.056; Q 0.000.

=====

## P
Here is a 2-piece molecular cluster, C4H5F2N overall from the OMol25 dataset. Energies are from ωB97M-V with the def2-TZVPD basis set.

Computed properties:
Multiplicity: 1
E_LUMO (alpha / beta) in eV: -1.0 / -1.0
Gap between HOMO and LUMO (alpha / beta) in eV: 8.8 / 8.8

Element x y z (Å)
C (-0.02, -2.67, -1.55)
C (0.16, -1.54, -1.25)
C (-0.53, 1.19, 0.06)
C (0.10, 0.71, 1.37)
N (0.19, 0.61, -1.01)
F (1.43, 0.78, 1.38)
F (-0.20, -0.57, 1.55)
H (0.13, -3.76, -1.71)
H (-1.54, 0.94, 0.12)
H (-0.50, 2.19, -0.17)
H (-0.45, 1.26, 2.18)
H (1.23, 0.87, -0.97)

These are the Löwdin partial charges, in e, on atoms 1 to 2: C -0.067; C 0.007

=====

## Q
Here is a 2-piece molecular cluster, C4H5F2N overall from the OMol25 dataset. Energies are from ωB97M-V with the def2-TZVPD basis set.

Computed properties:
Multiplicity: 1
E_LUMO (alpha / beta) in eV: -1.7 / -3.7
Gap between HOMO and LUMO (alpha / beta) in eV: 9.9 / 5.7

Element x y z (Å)
C (2.70, -0.75, -0.30)
C (-0.62, 1.02, -0.92)
C (-0.19, 0.44, 0.35)
C (-0.87, -0.75, 0.92)
N (3.83, -0.85, -0.45)
F (-0.03, -1.54, 1.62)
F (-1.44, -1.53, -0.04)
H (-1.59, 1.53, -0.80)
H (-0.78, 0.24, -1.67)
H (0.10, 1.75, -1.29)
H (0.57, 0.89, 0.97)
H (-1.69, -0.46, 1.61)

These are the Löwdin partial charges, in e, on atoms 1 to 2: C -0.155; C -0.076

=====

Energy comparison, zero being the most stable, in eV: P 1.629; Q 0.000.

=====

## P
Here is one molecule with the formula C6H11N2O2P from the OMol25 dataset. Energies are from ωB97M-V with the def2-TZVPD basis set.

Computed properties:
Multiplicity: 1
E_LUMO (alpha / beta) in eV: -0.8 / -0.8
Gap between HOMO and LUMO (alpha / beta) in eV: 7.2 / 7.2

Element x y z (Å)
C (-0.21, -3.80, -0.95)
O (-0.93, -2.79, -0.33)
P (-0.78, -1.22, -0.99)
C (-1.38, -0.55, 0.56)
C (0.12, -0.17, 0.74)
C (1.08, -1.12, 1.51)
N (0.47, 1.15, 0.64)
N (-0.01, 2.10, -0.02)
C (-0.22, 3.40, -0.09)
C (0.60, 3.92, -1.22)
O (-0.95, 3.99, 0.70)
H (0.83, -3.65, -0.87)
H (-0.68, -4.01, -1.90)
H (-0.30, -4.79, -0.38)
H (-1.67, -1.22, 1.32)
H (-1.90, 0.32, 0.52)
H (1.58, -1.71, 0.77)
H (0.49, -1.74, 2.26)
H (1.69, -0.46, 2.18)
H (1.45, 3.33, -1.43)
H (0.83, 5.00, -0.98)
H (-0.09, 4.03, -2.04)

These are the Löwdin partial charges, in e, on atoms 1 to 2: C -0.216; O -0.482

=====

## Q
Here is one molecule with the formula C6H11N2O2P from the OMol25 dataset. Energies are from ωB97M-V with the def2-TZVPD basis set.

Computed properties:
Multiplicity: 1
E_LUMO in eV: 0.6
Gap between HOMO and LUMO in eV: 9.4

Element x y z (Å)
O (-2.30, -1.10, 1.36)
C (-1.33, -1.23, 0.25)
C (-1.08, 0.16, -0.33)
O (-1.09, -0.01, -1.74)
P (-2.67, 1.14, 0.16)
C (0.15, 1.05, 0.30)
N (1.39, 0.36, 0.36)
C (1.96, -0.42, -0.66)
C (3.27, -0.58, -0.29)
N (3.53, 0.06, 0.88)
C (2.40, 0.64, 1.29)
H (-2.61, -1.92, 1.57)
H (-1.71, -1.89, -0.61)
H (-0.41, -1.65, 0.62)
H (-1.13, 0.85, -2.17)
H (-2.55, 1.80, -1.10)
H (-3.50, 0.34, -0.58)
H (0.29, 1.84, -0.45)
H (-0.20, 1.17, 1.38)
H (1.24, -0.70, -1.58)
H (4.14, -1.08, -0.89)
H (2.21, 1.18, 2.23)

These are the Löwdin partial charges, in e, on atoms 1 to 2: O -0.127; C -0.196

=====

Energy comparison, zero being the most stable, in eV: P 1.834; Q 0.000.